This record from the OMol25 dataset describes the molecule C5H4. The level of theory is the ωB97M-V functional and the def2-TZVPD basis.

Computed properties:
- ΔE to the lowest compared entry with this formula, charge and spin (kJ/mol) = 370.75
- E_tot (eV) = -5242.3531

Structure (XYZ):
```
9
C5H4 (the ωB97M-V functional and the def2-TZVPD basis)
C 0.108 -1.305 -0.465
C 0.410 0.069 -0.052
C 0.891 1.238 -0.131
C -0.062 2.477 0.122
C -0.558 1.329 0.630
H -0.018 -1.978 0.387
H 0.915 -1.682 -1.100
H -0.821 -1.305 -1.048
H -0.865 1.158 1.658
```

=====

This record from the OMol25 dataset describes a structure of composition C49H45F15N4O2P2Ti. The level of theory is the ωB97M-V functional and the def2-TZVPD basis.

Computed properties:
- ΔE to the lowest compared entry with this formula, charge and spin (kJ/mol) = 0.00
- E_tot (eV) = -144060.0580

Structure (XYZ):
```
118
C49H45F15N4O2P2Ti (the ωB97M-V functional and the def2-TZVPD basis)
Ti -0.334 0.841 -0.765
C 5.939 -0.927 -3.722
C 4.529 -0.471 -3.466
C 3.540 -0.533 -4.434
C 2.226 -0.210 -4.152
C 1.800 0.159 -2.867
N 0.431 0.341 -2.554
C -0.519 -0.082 -3.544
C -0.358 -1.302 -4.204
C -1.217 -1.712 -5.202
C -2.295 -0.923 -5.587
C -3.193 -1.324 -6.725
C -2.513 0.244 -4.874
C -1.671 0.653 -3.844
C -2.039 1.872 -3.012
O -1.571 1.771 -1.720
C -1.425 3.160 -3.658
F -1.323 4.147 -2.751
F -0.197 2.914 -4.123
F -2.146 3.628 -4.683
C -3.586 2.044 -2.825
F -3.825 2.903 -1.818
F -4.247 2.508 -3.892
F -4.140 0.875 -2.484
C 2.847 0.417 -1.947
C 4.159 0.070 -2.244
C 2.537 1.257 -0.729
O 1.374 0.841 -0.107
C 2.393 2.746 -1.276
F 1.193 2.902 -1.862
F 3.324 3.034 -2.180
F 2.472 3.686 -0.314
C 3.633 1.338 0.359
F 4.721 2.005 -0.055
F 4.024 0.116 0.756
F 3.166 1.964 1.444
H 6.080 -1.189 -4.770
H 6.178 -1.809 -3.125
H 6.663 -0.153 -3.465
H 3.794 -0.838 -5.443
H 1.512 -0.244 -4.957
H 0.456 -1.948 -3.907
H -1.047 -2.665 -5.688
H -2.714 -1.128 -7.686
H -4.130 -0.770 -6.703
H -3.424 -2.389 -6.686
H -3.382 0.839 -5.119
H 4.938 0.257 -1.519
C 2.995 -1.724 3.394
N 1.728 -1.375 2.755
P 0.662 -2.545 2.110
C 1.658 -3.370 0.813
C 1.462 -4.704 0.459
C 2.040 -5.220 -0.692
C 2.815 -4.411 -1.510
C 3.016 -3.081 -1.167
C 2.434 -2.566 -0.019
C 0.376 -3.897 3.312
C -0.766 -4.657 3.041
C -1.151 -5.697 3.871
C -0.418 -5.974 5.017
C 0.699 -5.209 5.315
C 1.097 -4.182 4.469
P 0.664 -0.042 3.131
C 1.603 1.195 4.130
C 2.979 1.380 4.208
C 3.519 2.425 4.949
C 2.694 3.314 5.615
C 1.316 3.151 5.539
C 0.783 2.106 4.806
C -0.260 -0.781 4.562
C 0.316 -0.984 5.818
C -0.375 -1.652 6.815
C -1.663 -2.118 6.579
C -2.253 -1.913 5.343
C -1.550 -1.253 4.344
H 3.251 -2.748 3.123
H 2.954 -1.647 4.484
H 3.803 -1.091 3.029
H 0.860 -5.351 1.083
H 1.870 -6.255 -0.957
H 3.256 -4.813 -2.413
H 3.604 -2.434 -1.806
H 2.566 -1.522 0.229
H -1.363 -4.421 2.166
H -2.031 -6.279 3.633
H -0.718 -6.778 5.675
H 1.267 -5.407 6.215
H 1.974 -3.609 4.727
H 3.650 0.721 3.684
H 4.594 2.545 4.993
H 3.117 4.127 6.191
H 0.657 3.841 6.050
H -0.294 1.972 4.786
H 1.311 -0.607 6.023
H 0.091 -1.811 7.779
H -2.205 -2.635 7.360
H -3.256 -2.272 5.151
H -2.005 -1.133 3.366
N -2.127 0.720 0.822
C -2.661 1.615 1.865
C -2.528 3.084 1.520
C -1.082 3.530 1.579
N -0.283 2.948 0.486
H -2.833 0.630 0.093
H -2.015 -0.203 1.225
H -2.106 1.412 2.785
H -3.709 1.363 2.053
H -3.112 3.668 2.234
H -2.937 3.273 0.523
H -0.641 3.202 2.522
H -1.018 4.621 1.546
H 0.693 3.016 0.745
H -0.423 3.520 -0.343
F -0.435 -2.180 -1.395
C -1.182 -1.229 -0.800
F -2.296 -1.076 -1.609
F -1.719 -1.856 0.295
```

=====

This record from the OMol25 dataset describes a structure of composition C52H44Br4ClNaO7P4. The level of theory is the ωB97M-V functional and the def2-TZVPD basis.

Computed properties:
- total charge = -2
- ΔE to the lowest compared entry with this formula, charge and spin (kJ/mol) = 72.89
- E_tot (eV) = -403231.8011

Structure (XYZ):
```
113
C52H44Br4ClNaO7P4 (the ωB97M-V functional and the def2-TZVPD basis)
Na 0.736 2.475 -1.348
Br 5.066 7.512 -0.246
C 4.301 5.778 -0.367
C 5.091 4.666 -0.555
Br 6.979 4.833 -0.700
C 4.485 3.396 -0.644
Br 5.537 1.831 -0.902
C 3.096 3.180 -0.558
O 2.559 2.016 -0.607
C 2.251 4.378 -0.362
O 0.976 4.248 -0.243
C 2.903 5.613 -0.270
Br 1.756 7.095 0.061
O -0.947 -3.725 -0.051
C -1.303 -3.320 1.208
C -0.907 -4.014 2.347
C -1.326 -3.588 3.598
C -2.127 -2.462 3.718
C -2.470 -1.758 2.574
C -2.083 -2.170 1.297
P -2.505 -0.963 -0.027
C -1.981 -1.646 -1.645
C -2.608 -2.737 -2.252
C -2.257 -3.134 -3.528
C -1.283 -2.428 -4.232
C -0.652 -1.349 -3.642
C -0.992 -0.963 -2.345
C -4.327 -1.228 -0.193
C -4.951 -0.526 -1.230
C -6.319 -0.610 -1.426
C -7.100 -1.392 -0.582
C -6.495 -2.083 0.455
C -5.119 -2.001 0.649
C 0.152 -4.538 -0.217
C -0.055 -5.899 -0.403
C 1.031 -6.725 -0.637
C 2.313 -6.186 -0.690
C 2.495 -4.823 -0.517
C 1.417 -3.969 -0.274
P 1.598 -2.133 -0.097
C 2.681 -2.025 1.374
C 2.889 -3.074 2.268
C 3.661 -2.884 3.408
C 4.245 -1.649 3.654
C 4.031 -0.596 2.774
C 3.233 -0.772 1.653
C 2.783 -1.886 -1.490
C 2.262 -2.111 -2.766
C 3.044 -1.940 -3.895
C 4.366 -1.529 -3.768
C 4.891 -1.299 -2.507
C 4.106 -1.478 -1.372
H -0.270 -4.884 2.254
H -1.009 -4.133 4.479
H -2.436 -2.104 4.691
H -3.025 -0.829 2.667
H -3.377 -3.281 -1.713
H -2.750 -3.985 -3.985
H -1.029 -2.719 -5.245
H 0.092 -0.773 -4.177
H -0.461 -0.112 -1.937
H -4.351 0.090 -1.891
H -6.778 -0.058 -2.237
H -8.170 -1.459 -0.733
H -7.092 -2.696 1.121
H -4.666 -2.556 1.461
H -1.066 -6.285 -0.367
H 0.878 -7.787 -0.784
H 3.167 -6.825 -0.877
H 3.491 -4.398 -0.580
H 2.445 -4.045 2.083
H 3.802 -3.703 4.103
H 4.855 -1.503 4.538
H 4.469 0.377 2.962
H 3.015 0.079 1.009
H 1.228 -2.422 -2.872
H 2.615 -2.107 -4.876
H 4.976 -1.370 -4.649
H 5.913 -0.957 -2.396
H 4.534 -1.278 -0.398
C 1.807 3.228 2.522
P 0.425 2.359 1.648
C 0.190 1.031 2.961
C -0.953 3.504 2.170
C -1.092 3.921 3.497
C -2.084 4.807 3.881
C -2.964 5.305 2.928
C -2.842 4.896 1.611
C -1.852 3.995 1.213
P -1.757 3.377 -0.535
C -1.805 4.985 -1.434
C -3.537 2.891 -0.730
H 1.684 3.177 3.606
H 1.856 4.269 2.207
H 2.748 2.742 2.251
H -0.465 1.328 3.785
H 1.165 0.770 3.371
H -0.222 0.132 2.500
H -0.405 3.549 4.249
H -2.169 5.112 4.918
H -3.738 6.010 3.211
H -3.531 5.291 0.873
H -2.715 5.549 -1.210
H -1.749 4.792 -2.505
H -0.924 5.556 -1.139
H -4.211 3.751 -0.698
H -3.818 2.188 0.057
H -3.645 2.393 -1.695
O -0.475 1.737 -5.258
Cl -0.309 2.289 -3.936
O 0.000 3.696 -3.996
O -1.526 2.087 -3.167
O 0.784 1.598 -3.253
```

=====

This record from the OMol25 dataset describes the molecule C4H7NO. The level of theory is the ωB97M-V functional and the def2-TZVPD basis.

Computed properties:
- ΔE to the lowest compared entry with this formula, charge and spin (kJ/mol) = 90.81
- E_tot (eV) = -7798.7032
- structure (SMILES) = CN1CCC1=O

Structure (XYZ):
```
13
C4H7NO (the ωB97M-V functional and the def2-TZVPD basis)
C -1.793 0.397 -0.090
N -0.379 0.145 -0.044
C 0.409 -1.081 -0.007
C 1.670 -0.188 0.096
C 0.687 0.995 0.054
O 0.757 2.200 0.092
H -2.276 0.201 0.875
H -1.934 1.451 -0.345
H -2.271 -0.222 -0.857
H 0.332 -1.682 -0.921
H 0.212 -1.714 0.867
H 2.228 -0.268 1.031
H 2.357 -0.235 -0.752
```

=====

Which formula does entry 4 have? C4H7NO